C21H43HgO11S5 as an isolated structure. Source: the OMol25 dataset; level of theory: ωB97M-V/def2-TZVPD.

Geometry as XYZ:
```
81
Properties=species:S:1:pos:R:3:forces:R:3
Hg 2.8132 2.1949 2.2441 -1.444 -1.201 -0.807
C 0.3055 1.2711 0.3122 0.138 0.242 -0.750
O 1.3295 0.9727 1.2021 0.612 -0.222 0.539
H -0.0481 0.3705 -0.2217 0.333 -0.351 0.415
H -0.6092 1.6758 0.7636 0.215 0.423 0.077
H 0.6934 1.8690 -0.5219 -0.437 0.460 0.139
C 2.4032 -0.8477 -5.2942 0.650 -0.828 -0.899
C 1.7188 -0.3173 -4.0302 0.310 -0.032 -1.034
C 2.6657 0.7557 -3.5245 -0.423 0.346 0.116
S 3.1773 1.6604 -4.9973 0.625 -0.752 -0.551
O 4.6155 1.6741 -5.0525 0.186 0.103 0.248
O 2.4594 2.8969 -5.1127 -0.410 -0.063 0.024
C 2.6460 0.3739 -6.1813 -0.168 0.799 0.437
H 1.8830 -1.6317 -5.8493 -0.639 0.329 0.136
H 3.3511 -1.3713 -5.1239 0.158 0.445 0.511
H 1.4977 -1.0900 -3.2980 -0.146 0.064 0.023
H 0.8199 0.1619 -4.4277 -0.336 -0.123 0.602
H 3.5671 0.3191 -3.0993 0.004 0.182 0.180
H 2.1765 1.4970 -2.8944 0.228 -0.109 0.286
H 3.4581 0.3321 -6.9011 -0.028 -0.271 -0.022
H 1.7394 0.7417 -6.6622 -0.052 -0.127 -0.007
C -2.6072 1.5007 4.5457 -0.551 0.212 0.346
C -1.8409 0.2306 4.9112 0.602 -0.348 1.235
C -0.4551 0.2968 4.2986 0.254 -0.117 -1.122
S 0.0465 1.9615 4.6855 -1.675 -0.594 0.654
O 0.9589 2.4460 3.6485 0.580 0.595 0.150
O 0.3656 2.0782 6.0784 0.698 0.059 -0.097
C -1.6203 2.6748 4.4569 1.352 -0.511 -1.034
H -3.3667 1.7065 5.2991 0.071 -0.027 0.070
H -3.1563 1.4304 3.6071 0.224 -0.131 -0.122
H -2.3365 -0.7294 4.7773 -0.194 0.186 -0.588
H -1.6506 0.2312 5.9914 -0.176 0.148 0.031
H -0.4417 0.2663 3.2019 -0.218 0.063 -0.005
H 0.2733 -0.4506 4.6089 -0.022 0.168 0.465
H -1.5610 3.0099 3.4209 -0.295 0.551 0.169
H -1.6386 3.4819 5.1825 -0.427 0.031 -0.035
C 4.8344 -2.9164 -0.3280 0.032 -0.334 -0.129
C 3.3844 -3.1412 0.1831 0.454 -0.807 0.439
C 2.9177 -1.9440 1.0377 0.459 -0.516 -0.924
S 4.4086 -1.0121 1.3870 -0.280 -0.469 -0.813
O 5.1113 -1.5815 2.4942 -0.069 0.112 0.294
O 4.0806 0.4148 1.3929 0.496 0.509 0.268
C 5.2495 -1.4599 -0.1269 -0.447 -0.353 -0.219
H 4.9100 -3.1514 -1.3886 -0.003 -0.011 0.010
H 5.4960 -3.6109 0.1852 0.132 0.206 0.101
H 3.3998 -4.0721 0.7493 -0.107 0.135 0.214
H 2.6989 -3.3488 -0.6367 -0.068 0.389 -0.039
H 2.4724 -2.2097 1.9915 -0.262 0.123 -0.083
H 2.2929 -1.3789 0.3497 -0.230 0.664 0.743
H 6.3241 -1.3281 -0.0431 -0.032 0.235 0.117
H 4.8215 -0.8985 -0.9577 0.163 0.474 0.231
C -1.1412 -2.1765 1.3580 -0.127 0.982 0.347
C -2.4470 -1.3758 1.4108 -0.579 0.270 0.634
C -3.5252 -2.3146 0.8809 0.409 -0.230 0.143
S -2.7472 -3.1604 -0.5478 -0.401 0.247 1.076
O -3.0874 -2.4815 -1.7708 0.148 0.058 -0.064
O -2.9478 -4.5738 -0.4042 0.084 -0.101 -0.164
C -1.0497 -2.6963 -0.0618 -0.881 0.418 0.025
H -1.1681 -2.9247 2.1513 0.035 -0.296 -0.264
H -0.3315 -1.4815 1.6006 0.275 -0.251 -0.192
H -2.4652 -0.4087 0.8991 0.438 -0.270 -0.533
H -2.6471 -1.0432 2.4335 -0.201 -0.413 0.090
H -4.4773 -1.8460 0.6513 0.026 -0.095 -0.303
H -3.6696 -3.1210 1.6011 -0.193 -0.009 -0.043
H -0.9819 -1.7959 -0.6775 0.909 -0.327 -0.371
H -0.3683 -3.5214 -0.2367 0.094 0.147 -0.321
C -2.7414 2.7027 -1.9666 0.642 -0.087 0.261
C -2.9626 1.2151 -1.7056 -0.612 -0.770 0.739
C -4.3734 1.1355 -1.1149 -0.380 0.436 -0.263
S -4.4562 2.4581 0.0959 0.319 0.521 -1.625
O -4.0617 1.9953 1.4068 0.021 -0.039 0.176
O -5.6775 3.1773 -0.1401 -0.248 -0.023 0.689
C -3.1018 3.3969 -0.6655 0.572 0.212 1.348
H -3.3427 3.1092 -2.7790 -0.087 -0.322 -0.102
H -1.6893 2.8452 -2.2189 -0.060 0.338 -0.023
H -2.3243 0.8094 -0.9114 0.482 0.440 -0.145
H -2.7879 0.5556 -2.5534 -0.354 0.139 -0.184
H -4.7389 0.2409 -0.6180 0.242 -0.259 -0.296
H -5.0794 1.5068 -1.8593 -0.229 -0.425 -0.003
H -2.3116 3.3088 0.0878 0.206 -0.152 -0.251
H -3.3314 4.4599 -0.6785 -0.384 -0.089 -0.369
```
Positions in Å, forces in eV/Å.

* net charge: +1
* E_LUMO: -0.2382 Eh
* gap between HOMO and LUMO: 5.999 eV

***

C21H43InN2OP3 as an isolated structure. Source: the OMol25 dataset; level of theory: ωB97M-V/def2-TZVPD.

Geometry as XYZ:
```
71
Properties=species:S:1:pos:R:3:forces:R:3
In -0.0937 0.5088 -0.3915 0.404 -1.101 1.676
P 1.8539 1.0373 1.3044 0.673 0.778 0.451
P -1.2983 2.2880 -1.6566 -0.446 0.562 -0.456
P 1.5615 -0.5769 -2.1674 0.337 -0.388 -1.028
H -1.8690 -2.4259 0.0765 0.018 -0.160 -0.091
C -0.8342 -2.6751 -0.1393 0.375 0.328 0.362
C 0.0662 -2.7866 0.8530 -0.255 0.581 -0.330
H -0.2286 -2.5955 1.8886 0.172 -0.190 -0.283
C 1.5039 1.3813 3.0620 -0.498 -0.227 -0.002
C 2.5723 2.6115 0.7123 -0.155 -0.062 -0.118
C 3.2938 -0.0784 1.4192 -0.288 -0.422 -0.297
C -2.5598 1.5413 -2.7382 -0.176 -0.233 0.068
C -2.0392 3.4773 -0.4844 -0.013 0.075 0.285
C 0.0023 3.1174 -2.6448 0.223 0.019 0.075
C 2.3823 -2.1854 -1.9011 -0.133 -0.110 0.555
C 2.9368 0.5755 -2.5318 -0.085 0.335 0.314
C 0.6906 -0.7912 -3.7547 -0.270 0.037 0.154
H -0.5965 -2.8848 -1.1783 0.001 -0.102 0.089
H 1.1107 -3.0447 0.6674 -0.321 -0.110 0.081
H 0.9842 0.5181 3.5103 0.212 0.357 -0.073
H 0.8712 2.2758 3.1656 0.290 -0.313 0.016
H 2.4646 1.5408 3.5768 -0.327 -0.016 -0.191
H 1.7921 3.3891 0.7175 0.336 -0.144 0.013
H 2.9621 2.4935 -0.3108 -0.050 0.127 0.373
H 3.3857 2.9006 1.3937 -0.199 0.021 -0.278
H 2.9708 -1.0351 1.8569 0.208 0.247 -0.118
H 4.0431 0.3870 2.0793 -0.265 -0.110 -0.258
H 3.7351 -0.2629 0.4288 -0.071 0.043 0.373
H -3.1220 2.2681 -3.3432 0.319 0.021 0.312
H -3.2788 0.9779 -2.1278 0.114 0.266 0.025
H -2.1140 0.8063 -3.4209 0.126 0.220 0.002
H -2.4569 4.3690 -0.9746 0.158 -0.343 -0.065
H -1.2889 3.8087 0.2488 -0.015 -0.003 -0.402
H -2.8297 2.9967 0.1083 0.088 -0.033 -0.381
H -0.3441 4.0411 -3.1276 -0.108 -0.262 0.161
H 0.4006 2.4503 -3.4196 -0.348 0.036 0.085
H 0.8572 3.3692 -2.0011 -0.310 0.085 0.006
H 2.9274 -2.4993 -2.8030 -0.212 0.266 0.145
H 1.6432 -2.9542 -1.6473 0.148 0.138 -0.167
H 3.0932 -2.1247 -1.0681 -0.112 0.022 -0.180
H 3.4894 0.2591 -3.4250 -0.190 -0.097 0.169
H 3.6366 0.6222 -1.6876 -0.121 -0.071 -0.218
H 2.5574 1.5903 -2.7076 0.078 -0.230 -0.026
H 1.3579 -1.2021 -4.5252 -0.035 0.136 0.293
H 0.2708 0.1533 -4.1217 0.093 -0.168 0.039
H -0.1456 -1.4884 -3.6174 0.155 0.100 -0.047
C -2.4103 -0.9325 -6.5044 -0.428 -1.150 -0.236
C -3.5057 -1.2106 -7.3549 0.353 -0.072 0.623
C -3.7972 -2.5523 -7.6355 0.530 -0.356 0.014
C -2.9871 -3.5925 -7.1454 0.045 0.164 0.254
C -1.8068 -3.2784 -6.4622 -0.099 0.440 -0.503
C -1.4715 -1.9336 -6.2494 -0.506 -0.476 0.388
O -2.2587 0.1794 -5.6947 -0.058 1.196 -0.472
H -2.8515 0.9169 -5.9339 0.237 -0.643 -0.320
H -4.1276 -0.4207 -7.7737 -0.022 -0.093 0.377
H -4.6742 -2.8306 -8.2246 0.290 0.346 0.123
H -3.2645 -4.6426 -7.2928 0.069 0.545 -0.023
H -1.1463 -4.0574 -6.0763 -0.146 0.165 -0.372
H -0.5266 -1.6635 -5.7873 -0.289 -0.064 0.077
C -3.0524 2.3050 4.3386 -0.268 0.376 0.542
N -2.6207 1.2782 3.3947 0.347 -0.657 -0.629
C -3.0042 -0.0656 3.3611 0.534 0.922 -0.231
C -2.3526 -0.6123 2.2954 -0.088 0.452 -0.002
N -1.6172 0.3631 1.6557 1.045 0.472 -0.721
C -1.7660 1.4850 2.3647 -0.769 -0.479 0.379
H -4.1442 2.4487 4.2865 0.482 -0.116 -0.060
H -2.7820 2.0286 5.3704 -0.062 0.056 -0.476
H -2.5553 3.2508 4.0775 -0.203 -0.361 0.126
H -3.6866 -0.4958 4.0755 0.043 0.064 0.028
H -2.3385 -1.6241 1.9548 -0.231 -0.246 -0.033
H -1.2749 2.4429 2.1884 -0.333 -0.388 0.030
```
Positions in Å, forces in eV/Å.

* net charge: +3
* E_LUMO: -0.3612 Eh
* gap between HOMO and LUMO: 4.472 eV

***

C21H43InN2P3S2 as an isolated structure. Source: the OMol25 dataset; level of theory: ωB97M-V/def2-TZVPD.

Geometry as XYZ:
```
72
Properties=species:S:1:pos:R:3:forces:R:3
In -0.7451 1.1551 1.2509 0.177 -1.056 -0.696
P 0.9451 -1.2723 2.1937 0.720 -1.046 1.396
P 2.5578 0.2680 -0.6672 0.404 0.172 -0.334
P -0.2909 -2.9484 -2.1834 0.235 0.005 -0.109
H -6.4869 1.1980 -0.7161 0.176 -0.624 0.060
C -6.1320 0.1603 -0.8315 -0.660 -0.323 0.448
C -5.6240 -0.5203 0.2084 -1.767 0.424 -0.859
H -5.6338 -0.0912 1.2031 0.274 0.052 -0.004
C 1.1078 -0.8460 3.9913 -0.367 0.640 0.386
C 2.6860 -1.9066 2.0014 0.445 0.178 -0.633
C 0.1728 -2.9306 2.4337 -0.681 -0.287 -0.366
C 2.3796 1.3851 -2.1106 -0.082 -0.099 -0.221
C 3.7553 1.2888 0.2998 -0.050 -0.076 0.195
C 3.7605 -0.9743 -1.3433 -0.315 -0.023 0.171
C -1.4418 -4.1100 -2.9145 -0.715 -0.251 -0.056
C 1.1179 -3.9614 -1.7028 0.087 -0.214 0.550
C 0.4282 -2.0041 -3.5396 -0.333 0.090 -0.310
H -6.3643 -0.2827 -1.8107 0.432 0.075 0.477
H -5.3798 -1.5729 0.1453 -0.153 -0.048 -0.065
H 0.5010 0.0516 4.2123 0.254 -0.396 0.192
H 2.1570 -0.6691 4.3114 -0.614 -0.094 -0.345
H 0.7025 -1.6896 4.5794 0.246 0.531 -0.145
H 3.4161 -1.0972 1.8093 -0.405 -0.414 0.101
H 2.7644 -2.6504 1.1848 -0.112 0.461 0.348
H 2.9837 -2.4091 2.9434 -0.360 0.256 -0.435
H -0.9113 -2.8438 2.6057 0.325 -0.032 -0.045
H 0.6200 -3.4184 3.3150 -0.052 0.231 -0.371
H 0.3270 -3.5957 1.5659 -0.069 0.376 0.267
H 3.3291 1.5229 -2.6363 -0.108 0.050 0.040
H 2.0167 2.3627 -1.7729 0.023 -0.152 -0.078
H 1.6435 0.9734 -2.8089 0.123 0.123 0.010
H 4.7954 1.1226 -0.0151 -0.312 0.092 0.057
H 3.6715 1.0548 1.3658 0.137 0.153 -0.082
H 3.5022 2.3416 0.1406 0.094 -0.093 0.152
H 4.6532 -0.4421 -1.6811 -0.066 -0.165 -0.081
H 3.3314 -1.5388 -2.1778 0.121 0.142 0.078
H 4.0422 -1.6870 -0.5601 0.021 0.150 -0.174
H -0.9167 -4.5483 -3.7648 0.029 -0.003 -0.045
H -2.3448 -3.6124 -3.3031 0.267 -0.177 0.279
H -1.7227 -4.9543 -2.2543 0.101 0.662 -0.105
H 1.1800 -4.7401 -2.4608 -0.020 0.008 -0.274
H 0.9971 -4.5043 -0.7702 -0.050 0.137 0.226
H 2.0591 -3.4116 -1.7245 -0.176 0.082 0.210
H 0.2343 -2.6741 -4.3731 0.173 0.065 -0.406
H 1.5108 -1.8799 -3.4626 -0.250 0.047 0.241
H -0.0526 -1.0586 -3.7746 -0.063 0.063 0.142
C -3.0945 -0.1417 -0.6892 0.583 0.377 -0.076
C -3.1115 0.2678 -2.0590 0.122 0.362 0.333
C -3.5771 1.5388 -2.4067 0.044 -0.685 -0.350
C -4.2007 2.3464 -1.4496 0.452 -0.253 0.646
C -3.9143 2.0940 -0.1042 0.196 0.234 0.669
C -3.2828 0.8987 0.2947 -0.167 0.417 -0.526
S -2.9543 -1.7738 -0.2022 0.291 0.590 -0.007
H -1.0190 -2.1243 -1.2036 1.050 -0.802 -0.673
H -2.7892 -0.4584 -2.8061 -0.205 0.301 0.050
H -3.5436 1.9186 -3.4297 -0.177 -0.522 0.130
H -4.9012 3.1164 -1.7694 0.502 0.183 0.208
H -4.2387 2.7928 0.6817 0.050 -0.341 -0.472
H -3.2839 0.6403 1.3548 -0.227 -0.112 -0.138
C 0.3295 4.6741 0.8124 0.020 0.567 -0.318
N 1.2190 4.0438 1.7756 -0.126 -0.407 0.703
C 2.5153 4.4414 2.0144 0.227 0.009 -0.216
C 3.0114 3.6434 2.9994 0.064 0.124 -0.181
N 2.0107 2.7689 3.3352 -0.525 0.413 -0.343
C 0.8663 3.0590 2.6535 2.208 1.307 -0.235
S -0.7145 2.7215 3.1606 -1.007 -0.727 0.152
H 0.2444 4.0989 -0.1145 0.149 -0.104 0.175
H -0.6617 4.8075 1.2358 0.020 0.061 0.132
H 0.7595 5.6490 0.5617 -0.232 -0.185 0.051
H 2.9690 5.2622 1.4549 -0.159 -0.428 0.317
H 3.9592 3.6747 3.5201 -0.090 -0.161 -0.241
H 2.1002 2.0004 3.9780 -0.147 0.090 0.422
```
Positions in Å, forces in eV/Å.

* net charge: +3
* E_LUMO (spin up / spin down): -0.4060 / -0.3856 Eh
* gap between HOMO and LUMO (spin up / spin down): 5.234 / 5.515 eV

***

Going through the records in order, we get energy above the lowest of the compared OMol25 structures with the same formula, charge and spin values of 0.0 0.0 0.0 kcal/mol.